A 3-piece molecular cluster, C6H13NO overall in a non-equilibrium geometry. Source: the Open Molecules 2025 dataset; level of theory: the ωB97M-V functional and the def2-TZVPD basis.

The highest occupied orbital energy comes out at -7.42 eV. The calculation puts the energy above the lowest of the compared OMol25 structures with the same formula, charge and spin at 641.1 kJ/mol.

Each line ends with the Mulliken charge.
Geometry (Å):
C (-0.47017, -1.63321, 0.83757)  -0.481
C (1.37255, -1.36165, -0.28495)  -1.170
O (-1.75182, -1.38044, 0.45782)  -0.476
H (-1.89637, -0.41897, 0.51288)  0.371
H (-0.11349, -1.07172, 1.70777)  0.315
H (-0.32134, -2.70855, 0.88107)  0.434
H (1.83344, -1.86667, 0.55822)  0.353
H (2.19375, -0.83250, -0.75431)  0.413
H (0.95283, -1.96415, -1.08386)  0.376
C (-0.48299, 0.54757, -1.84977)  -1.107
C (-0.29819, 1.07300, -0.45034)  0.583
C (1.20614, 0.97667, 1.40208)  -0.641
C (-1.18507, 1.92930, 0.08898)  -0.896
N (0.89631, 0.70432, 0.17894)  -0.181
H (0.46905, 0.53573, -2.37855)  0.312
H (-0.87741, -0.46788, -1.84976)  0.209
H (-1.18598, 1.17494, -2.39457)  0.439
H (2.23121, 0.82568, 1.71488)  0.314
H (0.46709, 1.22881, 2.16240)  0.301
H (-1.01941, 2.41977, 1.03645)  0.243
H (-2.02014, 2.28994, -0.49296)  0.289

Forces on atoms 1 to 2 (eV/Å):
C 1.44 0.60 -0.39
C -1.22 -2.08 -0.11